149
Properties=species:S:1:pos:R:3:forces:R:3 method="wB97M-V/def2-TZVPD" charge=0 smiles=COC[C@H](C)N.COC[C@H](C)N.COC[C@H](C)N.COC[C@H](C)N.COC[C@H](C)N.COC[C@H](C)N.COC[C@H](C)N.COC[C@H](C)N.OCCO.O lumo_ev=0.535 orbital_gap_ev=9.14 e_tot_ha=-2618.3354 fmax_ha_per_bohr=0.0715 e_homo_ev=-8.6047
C -1.016866 12.113657 13.937627 0.0 -1.2 -0.3
C 0.170027 12.812539 13.343187 -0.1 1.5 -0.7
C 0.100154 13.090873 11.817237 -0.8 -1.1 1.5
O -0.026122 11.844385 11.119199 -1.0 0.4 -0.7
C -1.311297 11.629303 10.460400 0.8 0.4 0.1
N 0.346775 14.100576 14.070787 0.6 -1.6 0.0
H -1.975076 12.629099 13.872369 0.2 0.7 0.4
H -0.701802 11.844901 14.945898 -0.7 0.1 0.2
H -1.248073 11.190938 13.405436 0.4 -0.3 -0.1
H 1.070255 12.203844 13.427972 0.0 -0.1 0.6
H 1.036283 13.609533 11.610423 -0.1 0.0 -0.7
H -0.773596 13.733984 11.711992 0.0 0.2 -0.7
H -2.100520 11.248521 11.108655 0.2 -0.1 0.5
H -1.173392 10.906958 9.655857 0.2 0.0 0.1
H -1.696195 12.543928 10.009387 0.2 0.2 0.0
H 1.249836 14.473333 13.814584 -0.3 0.7 0.0
H -0.434305 14.726719 13.936757 0.2 0.2 -0.3
C -1.995561 5.290856 14.152130 -0.2 -0.4 -0.6
C -1.352241 4.910933 12.760636 0.3 -1.0 1.7
C -2.257425 5.063510 11.584540 -1.4 1.6 -1.9
O -1.739281 4.890169 10.244068 2.0 -0.5 1.6
C -2.697780 4.826689 9.235065 -0.2 -0.4 0.6
N -0.046571 5.569108 12.699851 -0.8 1.0 -0.6
H -2.506683 6.250697 14.226598 0.0 0.1 -0.5
H -1.180567 5.346177 14.873811 0.0 -0.2 0.0
H -2.683780 4.530169 14.520642 -0.1 -0.1 -0.1
H -1.172654 3.840197 12.857310 0.3 -0.3 0.0
H -2.657964 6.075901 11.532354 -0.1 0.6 0.5
H -3.166501 4.471285 11.689149 0.1 -0.6 0.3
H -3.290665 3.931460 9.422525 -0.6 0.0 -0.3
H -2.182693 4.694989 8.283517 0.0 0.3 0.1
H -3.311790 5.726738 9.266823 -0.3 0.1 -0.4
H 0.100497 5.969306 13.615445 0.4 0.0 0.2
H -0.170509 6.393846 12.130164 0.3 0.3 -0.5
C -3.225707 5.936552 5.199720 0.7 0.4 1.9
C -2.702700 6.401932 3.847626 -0.3 -1.0 1.6
C -2.332783 5.239425 3.029108 -0.7 -0.8 -1.3
O -2.124384 5.669690 1.678083 1.4 0.1 0.1
C -1.430199 4.647613 1.009325 -0.2 -1.5 -0.1
N -3.848433 7.005774 3.292559 -1.4 1.0 -1.6
H -4.175403 5.411922 5.304297 -0.2 0.2 -1.1
H -3.343272 6.885980 5.722082 -0.3 -0.1 0.6
H -2.589341 5.325210 5.839561 0.8 0.1 -0.2
H -1.916095 7.148523 3.956959 0.6 -0.4 0.2
H -3.186113 4.561921 2.999015 -0.6 -0.1 0.1
H -1.571320 4.567564 3.425213 0.8 0.6 0.0
H -0.651799 4.210132 1.634471 0.2 0.1 0.2
H -0.950397 4.803326 0.043072 -0.4 1.2 0.0
H -2.135483 3.835902 0.831045 -0.2 -0.4 -0.1
H -3.992452 7.903508 3.732365 -0.2 0.2 -0.1
H -3.678670 7.159302 2.308839 -0.2 0.3 -0.2
C 5.704620 9.270775 2.844071 -0.4 -0.6 -1.0
C 4.991070 10.237881 3.723201 0.3 0.8 1.3
C 4.535850 9.704429 5.095307 0.3 1.8 0.3
O 3.650103 8.634740 5.108069 1.0 -1.1 0.3
C 3.640215 8.086340 6.442495 -0.7 -0.2 -1.5
N 5.935663 11.346047 3.964486 0.3 0.2 0.9
H 6.627777 8.848024 3.240503 0.0 0.3 0.5
H 5.975121 9.940540 2.027772 0.2 -0.8 -0.7
H 5.117922 8.406756 2.532048 -0.2 0.2 -0.3
H 4.177619 10.785255 3.247005 -0.5 -0.8 -0.2
H 4.080586 10.519319 5.658154 -0.4 0.6 -0.2
H 5.380237 9.529691 5.762068 0.8 -0.6 -0.4
H 4.574284 7.707163 6.857039 0.5 0.2 -0.5
H 2.990586 7.225726 6.283063 -0.4 0.2 0.9
H 3.309716 8.902554 7.084886 -0.5 -0.3 0.6
H 6.844816 10.953311 4.162722 0.2 -0.1 0.4
H 6.111957 11.889729 3.131761 -0.4 0.1 -0.2
C 0.684060 3.051461 5.454269 -1.1 -2.1 -0.5
C 0.067028 2.483066 6.747475 3.1 0.4 0.2
C 0.865579 1.241742 7.256474 -0.7 -0.8 -0.8
O 0.080580 0.590022 8.228916 -1.6 0.1 0.1
C 0.514868 -0.663571 8.653368 1.1 -0.3 0.5
N 0.225969 3.523345 7.746468 -1.6 0.4 0.6
H 0.428724 2.248784 4.762439 0.0 0.2 -0.8
H 1.771757 3.065754 5.384968 0.0 0.6 0.5
H 0.144827 3.944954 5.139648 0.5 0.2 0.1
H -0.967966 2.198141 6.558525 0.0 0.1 0.3
H 1.847450 1.411789 7.698193 0.2 0.9 0.0
H 1.078353 0.583441 6.414165 -0.2 -0.5 -0.3
H 1.465881 -0.519428 9.166113 0.6 -0.3 -0.2
H 0.595293 -1.412972 7.865947 0.3 0.2 -0.5
H -0.082912 -1.164231 9.415003 -0.8 0.8 0.0
H 1.176351 3.505763 8.087881 0.3 0.1 0.2
H -0.333794 3.194919 8.520358 0.0 0.4 0.7
C 1.603546 2.269263 11.175956 0.4 0.5 -0.3
C 2.678220 3.345441 11.554475 -1.1 0.7 0.0
C 3.023505 4.497520 10.535897 0.6 -1.6 -0.6
O 2.931735 3.986152 9.200875 -0.1 -0.9 -0.7
C 3.364823 4.848676 8.136592 -0.7 0.7 1.4
N 2.352223 4.016691 12.821680 0.2 -0.7 0.1
H 0.647630 2.601334 10.770934 0.3 0.5 -0.5
H 1.269938 1.730635 12.062917 0.5 -0.1 0.4
H 2.092117 1.548172 10.520663 -0.4 -0.1 -0.2
H 3.536689 2.739089 11.843394 0.5 0.2 -0.8
H 4.059873 4.744525 10.766176 0.2 0.3 -0.1
H 2.445230 5.418636 10.608340 -0.5 -0.2 0.4
H 3.288998 4.460001 7.121067 0.3 -1.0 0.4
H 4.370191 5.175184 8.402534 0.1 0.3 -0.5
H 2.640952 5.661897 8.083747 0.3 0.7 0.2
H 1.665924 4.747144 12.697086 -0.2 0.0 -0.4
H 1.826495 3.264559 13.243593 -0.1 0.3 1.1
C -1.989417 11.530161 4.992245 -0.3 -0.3 -0.5
C -3.159820 12.546895 4.819587 1.5 -0.3 -1.1
C -3.899630 12.469633 3.441247 2.2 -2.0 0.1
O -4.500158 11.107983 3.361348 0.0 2.6 1.0
C -5.120373 10.857956 2.120004 1.1 -0.4 0.4
N -4.147076 12.350835 5.838683 -0.8 -0.2 0.3
H -2.385232 10.516233 5.050284 -0.2 0.0 0.1
H -1.351920 11.692993 5.861259 -0.6 0.3 0.3
H -1.259793 11.476509 4.184249 -0.2 0.4 -0.5
H -2.694709 13.523807 4.951568 -0.2 0.3 -0.3
H -3.169732 12.449028 2.631965 0.2 0.4 -0.2
H -4.497574 13.373666 3.325928 -1.0 -0.5 0.0
H -4.324790 10.796659 1.377451 -0.1 0.1 -0.5
H -5.819726 11.646959 1.843464 -0.4 -0.3 0.0
H -5.503635 9.847777 2.264063 -0.7 0.3 -0.5
H -4.752377 13.158838 5.809703 0.0 0.6 0.4
H -4.745917 11.702343 5.347809 -0.5 -1.0 0.7
C -2.003254 17.338928 8.437804 -1.4 1.4 1.4
C -1.393097 16.141663 9.052017 1.0 -0.3 -0.8
C -0.810748 15.305273 7.941608 0.7 0.2 -1.3
O -0.390027 14.081672 8.388742 1.1 -3.5 -0.4
C 0.351830 13.214293 7.442289 0.5 0.3 0.5
N -0.273769 16.561589 9.929283 -1.1 -0.7 0.1
H -2.903098 17.035387 7.902801 0.3 0.5 -0.6
H -1.363233 18.117856 8.023375 0.3 -0.7 -1.0
H -2.344325 17.901661 9.306766 -0.6 0.1 0.2
H -2.213920 15.614621 9.538421 0.4 -0.2 0.5
H 0.085213 15.844662 7.634347 0.2 0.5 -0.5
H -1.416411 15.153875 7.048108 -0.6 0.3 0.0
H 0.143337 13.160735 6.373749 -1.2 1.0 -0.1
H 0.304581 12.157911 7.706729 -0.4 0.2 0.8
H 1.418095 13.436895 7.401896 0.2 0.5 0.6
H 0.267637 15.712357 10.005356 0.5 -0.1 0.5
H 0.259082 17.164518 9.318833 0.4 0.3 0.1
O 1.326534 10.159862 3.412839 0.1 0.6 -0.6
H 1.088448 9.679237 4.205648 -0.2 -0.3 0.6
H 1.731751 9.503048 2.846600 0.1 -0.1 -0.1
C -0.217142 9.094254 6.836096 0.9 -2.9 1.3
C -0.615683 7.727280 7.521177 0.3 -1.0 -3.0
O 0.535426 6.789924 7.459445 -0.5 1.9 1.3
O 0.643738 8.780744 5.735543 -0.8 0.9 0.0
H 0.341882 9.536960 7.660474 0.0 1.1 -0.4
H -1.114030 9.607001 6.488574 0.4 0.1 0.2
H -1.238314 7.204323 6.795273 -0.9 0.4 0.2
H -1.173588 7.869550 8.446710 0.6 -0.2 0.4
H 0.184638 5.927916 7.695025 -0.1 -0.6 0.0
H 1.527102 8.598922 6.064490 -0.1 -0.2 0.1